[1]
{
  "formula": "C22H26IrN2O2S3Si",
  "method": "ωB97M-V/def2-TZVPD",
  "energy_ha": -2702.49573,
  "total_charge": -1,
  "homo_energy_ev": -4.06,
  "elements": ["Ir", "S", "C", "C", "C", "C", "C", "C", "S", "H", "H", "H", "H", "C", "C", "C", "C", "C", "C", "C", "S", "O", "O", "N", "C", "C", "C", "C", "C", "N", "H", "H", "H", "H", "H", "H", "H", "H", "H", "H", "H", "C", "Si", "C", "C", "C", "H", "H", "H", "H", "H", "H", "H", "H", "H", "H", "H"],
  "coordinates": [[-0.815138, 0.055541, -0.236259], [-1.762474, 1.462446, 1.273351], [-3.440156, 0.940577, 1.337544], [-4.361526, 1.630425, 2.135846], [-5.679320, 1.225184, 2.222630], [-6.110998, 0.113479, 1.499077], [-5.213253, -0.567824, 0.699097], [-3.877968, -0.165009, 0.612720], [-2.739723, -1.045084, -0.405484], [-4.017580, 2.496656, 2.690076], [-6.373588, 1.774077, 2.847811], [-7.143021, -0.211283, 1.556005], [-5.535302, -1.427483, 0.121709], [3.054079, -1.515575, 6.025282], [2.895365, -0.850643, 4.683916], [1.634121, -0.493293, 4.211667], [1.479815, 0.144512, 2.992428], [2.605412, 0.425969, 2.227345], [3.868892, 0.079305, 2.676096], [4.006883, -0.558135, 3.901249], [2.407722, 1.261638, 0.670943], [1.813017, 2.536586, 0.944007], [3.695887, 1.210485, 0.017901], [1.331771, 0.375137, -0.112699], [1.627421, -0.726547, -0.854051], [2.839105, -1.356856, -1.165000], [2.782968, -2.520192, -1.902663], [1.562051, -3.051879, -2.321106], [0.409200, -2.375061, -1.981507], [0.454730, -1.246367, -1.278923], [2.153705, -2.064036, 6.301811], [3.241794, -0.774277, 6.805704], [3.893102, -2.212242, 6.024271], [0.756327, -0.718735, 4.806433], [0.495367, 0.426914, 2.636226], [4.727990, 0.300810, 2.057029], [4.994628, -0.836917, 4.251676], [3.771324, -0.925084, -0.835220], [3.704934, -3.028575, -2.157689], [1.510127, -3.963819, -2.898121], [-0.577314, -2.717118, -2.268344], [-1.809126, -0.266813, -4.039690], [-0.619771, 1.076667, -3.492204], [-1.065414, 2.645735, -4.453115], [1.114498, 0.641276, -4.083983], [-0.769654, 1.518539, -1.683107], [-1.783361, -0.379852, -5.127412], [-2.829578, -0.017587, -3.741320], [-1.576303, -1.229899, -3.581971], [-0.999855, 2.487120, -5.533548], [-0.387784, 3.462346, -4.191618], [-2.082359, 2.972243, -4.222121], [1.088669, 0.482411, -5.166239], [1.531128, -0.258104, -3.625154], [1.803695, 1.466157, -3.886881], [-1.710853, 2.062186, -1.546898], [0.025667, 2.229850, -1.437496]],
  "forces_ev_per_angstrom": [[0.523, 0.058, 0.084], [-0.296, -0.071, 0.052], [0.067, 0.200, 0.159], [0.008, 0.037, 0.027], [0.037, 0.016, 0.000], [0.005, -0.028, -0.026], [-0.025, -0.031, -0.018], [0.002, -0.150, -0.154], [-0.448, 0.030, 0.049], [-0.003, -0.005, 0.004], [0.003, -0.001, 0.000], [0.003, -0.002, -0.003], [-0.003, 0.000, 0.005], [-0.002, 0.001, -0.004], [0.012, -0.002, 0.004], [-0.007, 0.000, -0.012], [0.013, 0.058, 0.017], [-0.018, 0.057, 0.028], [-0.003, -0.064, -0.052], [-0.006, -0.007, 0.008], [0.034, -0.052, 0.073], [-0.026, -0.004, 0.006], [0.007, 0.038, 0.006], [0.045, 0.184, -0.166], [0.222, -0.121, 0.042], [0.062, 0.008, -0.026], [0.020, -0.020, -0.007], [-0.028, 0.005, -0.045], [0.134, 0.041, -0.060], [-0.186, -0.164, -0.036], [0.001, -0.002, -0.001], [-0.002, 0.000, 0.002], [0.000, 0.002, 0.001], [-0.002, -0.001, -0.003], [-0.003, -0.018, 0.011], [-0.002, 0.011, 0.011], [0.001, 0.002, -0.001], [-0.029, -0.016, -0.017], [0.003, -0.001, -0.001], [-0.001, -0.002, 0.002], [0.019, -0.039, 0.047], [-0.037, -0.036, 0.048], [-0.063, 0.205, 0.092], [-0.041, -0.056, -0.020], [0.024, -0.075, 0.090], [-0.066, -0.087, -0.137], [0.002, -0.030, 0.010], [-0.007, 0.019, 0.004], [0.000, 0.031, -0.051], [0.007, 0.002, 0.004], [0.001, -0.006, 0.008], [0.003, -0.002, 0.004], [0.010, 0.000, -0.006], [-0.029, 0.015, -0.007], [0.005, -0.007, 0.031], [0.014, 0.058, -0.151], [0.047, 0.023, 0.075]],
  "lowdin_charge": [0.70, 0.57, -0.69, -0.14, -0.13, -0.13, -0.15, -0.69, 0.53, 0.09, 0.09, 0.09, 0.09, -0.06, -0.28, -0.03, -0.05, -0.27, -0.06, -0.05, 0.58, -0.29, -0.32, -0.23, -0.40, -0.01, -0.08, -0.08, -0.14, -0.08, 0.07, 0.08, 0.07, 0.11, 0.05, 0.11, 0.11, 0.10, 0.10, 0.09, 0.10, -0.19, 0.42, -0.20, -0.17, -0.42, 0.02, 0.03, -0.01, 0.02, 0.02, 0.02, 0.03, 0.00, 0.03, 0.00, 0.01]
}

[2]
{
  "formula": "C28H17CaF6I2N4O7P",
  "method": "ωB97M-V/def2-TZVPD",
  "energy_ha": -4036.84348,
  "spin_multiplicity": 2,
  "total_charge": -1,
  "homo_energy_ev": [-3.08, -5.81],
  "s2": 0.7791,
  "elements": ["Ca", "I", "C", "C", "C", "I", "C", "C", "C", "C", "N", "C", "C", "O", "H", "H", "H", "H", "N", "C", "C", "C", "C", "C", "C", "C", "C", "C", "C", "C", "C", "H", "H", "H", "H", "H", "H", "H", "H", "H", "H", "F", "P", "F", "F", "F", "F", "F", "O", "C", "O", "C", "C", "C", "C", "C", "C", "N", "O", "O", "N", "O", "O", "H", "H", "H"],
  "coordinates": [[-1.233819, 1.345650, 0.558191], [-5.942761, -0.521781, -1.239521], [-5.642568, 1.067154, 0.069786], [-6.750959, 1.756602, 0.580171], [-6.598514, 2.807805, 1.441827], [-8.313301, 3.777424, 2.144573], [-5.300208, 3.220375, 1.837903], [-5.026425, 4.289114, 2.719188], [-3.736496, 4.608943, 3.033833], [-2.694705, 3.858084, 2.467296], [-2.906295, 2.856501, 1.646381], [-4.186254, 2.520801, 1.318258], [-4.330759, 1.401126, 0.400398], [-3.291789, 0.795674, -0.044220], [-7.741914, 1.445166, 0.278217], [-5.850605, 4.851241, 3.138151], [-3.507599, 5.425890, 3.703690], [-1.661075, 4.094625, 2.695289], [2.244086, -0.839109, -0.585598], [2.096056, -1.930755, -1.538546], [0.943143, -2.641239, -1.785394], [1.010686, -3.607198, -2.781270], [2.191041, -3.820259, -3.489310], [3.336688, -3.083320, -3.224573], [3.286595, -2.122895, -2.226247], [4.268522, -1.174025, -1.693736], [5.591515, -0.903167, -2.004350], [6.233145, 0.119983, -1.317074], [5.577193, 0.859601, -0.337373], [4.251225, 0.594100, -0.013251], [3.637563, -0.418853, -0.712339], [2.018767, -1.108011, 0.377934], [1.511323, -0.039863, -0.841546], [0.030790, -2.448663, -1.235983], [0.131007, -4.191478, -3.016004], [2.210447, -4.569674, -4.269897], [4.241377, -3.241171, -3.796140], [6.103307, -1.452207, -2.784365], [7.254677, 0.372832, -1.568020], [6.090782, 1.678495, 0.149448], [3.724517, 1.177571, 0.730927], [0.414944, 1.111580, 2.282297], [0.295954, -0.482499, 2.771265], [-1.236270, -0.177167, 3.158298], [-0.227150, -0.790689, 1.210007], [0.811874, -0.090688, 4.210824], [1.813163, -0.706412, 2.243295], [0.151970, -2.018277, 3.126407], [0.007631, 3.000390, -0.651484], [0.714570, 2.123708, -1.179834], [0.387431, 0.869809, -1.074972], [2.000773, 2.394819, -1.873800], [2.837043, 3.357268, -1.346139], [4.162558, 3.462749, -1.831109], [4.576534, 2.654815, -2.907555], [3.696039, 1.732650, -3.410329], [2.401161, 1.545729, -2.912479], [4.176606, 0.829237, -4.460548], [3.451851, -0.102603, -4.779062], [5.273548, 1.026657, -4.953336], [5.085397, 4.269116, -1.188575], [6.281027, 4.272877, -1.595801], [4.703580, 4.945951, -0.197629], [2.521103, 3.985688, -0.527597], [5.583953, 2.739033, -3.280323], [1.754588, 0.779018, -3.309894]],
  "forces_ev_per_angstrom": [[-0.087, 0.032, -0.053], [0.002, 0.001, 0.004], [0.029, 0.004, 0.002], [0.001, 0.017, -0.002], [0.015, -0.008, 0.000], [0.004, 0.000, 0.004], [-0.003, 0.004, -0.011], [0.028, 0.008, 0.003], [-0.014, 0.002, -0.012], [-0.013, 0.005, -0.012], [-0.054, -0.036, 0.018], [0.032, -0.015, -0.008], [0.023, -0.009, 0.018], [-0.037, 0.030, 0.028], [0.006, 0.000, 0.006], [0.004, 0.000, 0.004], [0.000, -0.005, 0.000], [0.001, -0.006, 0.006], [-0.097, 0.070, 0.060], [0.011, -0.013, -0.019], [0.000, 0.034, 0.027], [0.004, -0.013, -0.016], [0.003, -0.005, -0.008], [0.008, -0.005, -0.004], [0.017, -0.020, 0.022], [-0.026, 0.028, -0.014], [0.030, 0.020, -0.003], [0.010, -0.009, -0.029], [0.003, -0.006, 0.007], [-0.009, 0.004, 0.029], [0.034, -0.020, -0.023], [0.002, -0.004, 0.022], [0.021, -0.023, -0.057], [0.004, -0.001, -0.001], [0.007, 0.003, 0.003], [0.000, 0.004, 0.002], [-0.001, 0.005, -0.003], [0.000, 0.004, 0.005], [0.000, -0.005, 0.001], [-0.001, -0.003, -0.005], [-0.001, -0.009, -0.012], [0.043, 0.001, -0.014], [0.003, 0.048, 0.021], [-0.013, 0.000, -0.048], [0.002, -0.059, 0.044], [-0.009, 0.010, 0.028], [-0.004, -0.018, -0.031], [-0.025, 0.005, -0.011], [0.059, -0.079, 0.016], [-0.009, -0.113, -0.002], [-0.029, 0.046, 0.001], [0.015, 0.075, 0.038], [0.009, 0.035, -0.023], [0.010, 0.027, 0.002], [-0.044, -0.027, -0.008], [0.062, 0.012, -0.004], [-0.027, -0.022, 0.023], [-0.004, -0.018, -0.051], [0.048, 0.048, 0.017], [-0.052, -0.017, 0.033], [0.009, -0.013, -0.023], [-0.015, -0.001, 0.001], [-0.001, 0.006, 0.010], [0.003, -0.010, 0.003], [0.004, -0.007, -0.005], [0.006, 0.012, 0.001]],
  "lowdin_charge": [1.54, 0.88, -0.66, -0.24, -0.68, 0.87, -0.21, -0.05, -0.05, -0.12, 0.02, -0.14, -0.47, -0.28, 0.07, 0.06, 0.10, 0.12, 0.17, -0.14, 0.01, -0.07, -0.07, -0.01, -0.10, -0.11, -0.01, -0.06, -0.05, 0.01, -0.14, 0.15, 0.11, 0.12, 0.10, 0.10, 0.12, 0.12, 0.11, 0.12, 0.13, -0.25, 0.18, -0.14, -0.25, -0.10, -0.15, -0.10, -0.06, -0.57, -0.17, -0.15, 0.05, -0.18, 0.07, -0.15, 0.01, -0.35, 0.05, 0.06, -0.42, -0.07, -0.06, 0.12, 0.12, 0.12]
}

[3]
{
  "formula": "C3H4FI",
  "method": "ωB97M-V/def2-TZVPD",
  "energy_ha": -514.10535,
  "homo_energy_ev": [-9.27, -7.98],
  "elements": ["C", "C", "C", "F", "I", "H", "H", "H", "H"],
  "coordinates": [[-0.333201, -0.353215, -0.655911], [0.674451, 0.110006, 0.529877], [1.013638, -0.965193, -0.354564], [1.629022, -2.051950, -0.023430], [3.535233, 0.547152, -2.455157], [-1.184103, -1.041411, -0.584094], [-0.451069, 0.322331, -1.521043], [0.915073, 1.199307, 0.356318], [0.641538, -0.081582, 1.557604]],
  "forces_ev_per_angstrom": [[0.726, -2.066, 0.374], [-0.424, 1.940, -2.119], [0.745, 3.509, -1.345], [-0.619, -1.162, -0.036], [-0.568, -0.318, 0.421], [0.123, 0.447, 0.597], [0.537, -0.278, 0.684], [0.293, -1.475, -0.052], [-0.813, -0.598, 1.476]],
  "lowdin_charge": [-0.02, -0.06, -0.33, 0.13, -0.13, 0.10, 0.11, 0.12, 0.09]
}

[4]
{
  "formula": "C29H33GeN2S5SeTb",
  "method": "ωB97M-V/def2-TZVPD",
  "energy_ha": -8528.25380,
  "spin_multiplicity": 7,
  "homo_energy_ev": [-7.25, -7.29],
  "s2": 12.6852,
  "elements": ["Tb", "S", "C", "C", "C", "C", "C", "C", "S", "C", "C", "C", "C", "C", "C", "C", "S", "C", "C", "C", "C", "C", "C", "S", "N", "H", "H", "H", "H", "H", "H", "H", "H", "H", "H", "H", "H", "H", "H", "H", "S", "C", "C", "C", "C", "C", "N", "H", "H", "H", "H", "C", "Ge", "C", "C", "C", "Se", "C", "H", "H", "H", "H", "H", "H", "H", "H", "H", "H", "H", "H", "H", "H"],
  "coordinates": [[-0.854593, -1.118957, 0.187704], [1.603644, -2.297869, 0.326511], [2.429502, -2.535923, 1.832146], [3.622091, -3.314476, 1.790968], [4.340771, -3.584384, 2.962754], [3.896766, -3.093504, 4.202566], [2.729547, -2.300355, 4.272230], [2.014546, -1.993154, 3.104842], [0.587296, -1.004227, 3.242256], [1.219910, 0.521965, 2.534345], [0.032238, 1.450083, 2.418942], [-0.141278, 2.479467, 3.365805], [-1.284596, 3.282536, 3.292225], [-2.191881, 3.071178, 2.248288], [-1.927334, 2.066056, 1.288036], [-2.897521, 1.829995, 0.136664], [-1.932652, 1.449447, -1.335614], [-3.068735, 0.586408, -2.322540], [-4.284062, 1.177798, -2.701521], [-5.231770, 0.436886, -3.428304], [-4.954215, -0.881101, -3.845133], [-3.722058, -1.467408, -3.516166], [-2.744207, -0.759023, -2.758061], [-1.219508, -1.573115, -2.482535], [-0.885410, 1.181750, 1.432119], [3.917843, -3.708875, 0.818313], [5.258333, -4.167527, 2.900852], [4.421379, -3.282746, 5.124459], [2.387253, -1.887249, 5.216177], [1.637133, 0.338279, 1.526161], [1.960500, 0.937479, 3.210739], [0.573760, 2.613123, 4.170844], [-1.482408, 4.034818, 4.037592], [-3.049970, 3.716566, 2.099047], [-3.496158, 2.725315, -0.049616], [-3.586898, 1.014533, 0.417801], [-4.495681, 2.194921, -2.409170], [-6.195078, 0.879008, -3.650003], [-5.708690, -1.467855, -4.378243], [-3.486074, -2.477996, -3.838914], [-1.956409, -2.858673, 2.089197], [-3.454862, -2.243056, 1.552550], [-4.680772, -2.591914, 2.273202], [-5.908768, -2.173209, 1.791530], [-5.933400, -1.415074, 0.578438], [-4.730150, -1.101444, -0.039091], [-3.503816, -1.441326, 0.462977], [-4.575656, -3.186144, 3.170843], [-6.828639, -2.379808, 2.329607], [-6.872251, -1.110134, 0.140540], [-4.721800, -0.549326, -0.971667], [5.740686, 0.560617, -3.295151], [4.528314, 1.208287, -1.901338], [5.429997, 1.205789, -0.148316], [3.905436, 3.016609, -2.346803], [3.002860, -0.049438, -1.737704], [1.317613, 0.790626, -1.199751], [0.862000, 1.312042, -3.050101], [6.648923, 1.169888, -3.307787], [5.241419, 0.614898, -4.267641], [6.005474, -0.476180, -3.084837], [6.154829, 2.026606, -0.117497], [5.959148, 0.255838, 0.016617], [4.706498, 1.347762, 0.650808], [4.687421, 3.712756, -2.004036], [2.972203, 3.258921, -1.843754], [3.768333, 3.126033, -3.433653], [3.245673, -0.801822, -0.979015], [2.898637, -0.533466, -2.714584], [1.774722, 1.564734, -3.604180], [0.215809, 2.189207, -2.973290], [0.308771, 0.478520, -3.480686]],
  "forces_ev_per_angstrom": [[-0.255, -0.028, 0.099], [-0.412, 0.040, -0.245], [0.529, -0.189, 1.326], [-0.620, 0.420, 0.728], [-0.435, 0.394, -0.009], [-0.871, 0.520, -0.460], [0.755, -0.402, -0.856], [1.079, -1.162, -0.757], [-0.515, -0.078, -0.132], [-0.396, 0.610, -0.503], [-0.605, 0.178, 0.063], [-0.679, -0.214, -0.680], [0.011, -0.871, -0.624], [0.924, -0.390, -0.758], [0.150, -0.448, 1.108], [-0.131, 0.205, 0.737], [0.583, -0.119, 0.420], [-0.620, -1.698, -1.308], [-0.001, -1.108, -0.403], [0.424, -0.209, 0.126], [0.534, 0.270, 0.674], [-0.186, 1.038, 0.182], [-1.120, 0.662, -0.270], [0.127, -0.085, 0.396], [0.018, 1.569, 0.761], [0.061, 0.068, 0.346], [-0.218, 0.064, 0.065], [0.232, -0.175, 0.003], [0.071, -0.119, -0.071], [0.022, 0.000, 0.538], [0.166, 0.147, -0.157], [0.011, -0.063, -0.222], [0.038, 0.157, 0.077], [0.045, -0.100, 0.111], [0.095, -0.060, 0.226], [0.374, 0.220, -0.317], [-0.069, 0.112, 0.047], [0.064, 0.040, -0.075], [0.304, 0.302, 0.128], [-0.038, 0.178, 0.111], [0.502, 0.124, -0.312], [-2.013, -0.071, 0.466], [0.383, 0.601, -1.084], [1.069, 0.521, -0.546], [0.732, -0.474, 0.451], [-0.180, -0.306, 0.720], [-0.315, -0.334, 0.080], [-0.039, 0.026, -0.035], [0.111, -0.102, -0.096], [0.034, 0.052, -0.076], [-0.027, -0.042, 0.172], [-0.138, 0.077, 0.112], [-0.306, -0.041, 0.435], [0.243, 0.013, -0.366], [0.465, 0.060, -0.162], [0.497, 0.131, -0.043], [0.643, 0.121, -0.862], [-0.172, 0.261, 0.506], [-0.094, -0.115, -0.100], [0.171, -0.018, 0.089], [0.066, 0.020, -0.091], [-0.053, -0.158, 0.106], [-0.170, 0.278, -0.045], [-0.067, 0.014, 0.084], [-0.318, -0.067, -0.236], [-0.022, -0.008, 0.055], [0.085, 0.040, 0.355], [-0.134, 0.098, -0.273], [-0.411, -0.140, 0.286], [-0.276, -0.155, 0.272], [0.147, -0.102, -0.169], [0.143, 0.021, -0.120]],
  "lowdin_charge": [0.95, 0.51, -0.66, -0.12, -0.09, -0.09, -0.11, -0.55, 0.89, -0.42, -0.33, 0.00, -0.03, 0.00, -0.29, -0.38, 0.91, -0.57, -0.11, -0.10, -0.08, -0.12, -0.70, 0.49, 0.01, 0.09, 0.10, 0.09, 0.10, 0.03, 0.09, 0.12, 0.11, 0.11, 0.09, 0.08, 0.10, 0.10, 0.11, 0.10, 0.52, -0.81, -0.09, -0.07, -0.06, -0.14, -0.08, 0.09, 0.10, 0.09, 0.07, -0.22, 0.75, -0.22, -0.24, -0.60, 0.75, -0.38, 0.02, 0.02, 0.02, 0.02, 0.02, 0.01, 0.02, -0.01, 0.02, -0.04, 0.03, 0.02, 0.00, -0.02]
}